Entry 1:
The following is a DFT calculation (ωB97M-V/def2-TZVPD) of a structure of composition C3H3FO2Yb in a non-equilibrium geometry.

Properties
LUMO energy (spin up / spin down) in eV: -10.217 / -13.002
Total charge: +2
2S+1: 3
HOMO-LUMO gap (spin up / spin down) in eV: 6.9 / 5.6

Element x y z (Å)
Yb -2.1707 -3.2275 0.5357
F 1.6986 0.4717 4.9841
O -0.1774 -3.2965 3.3909
O 0.8973 -2.1568 1.8078
C 1.0721 -2.9850 3.8445
C -0.2902 -2.8190 2.0908
C 1.7051 -2.2527 2.9090
H 2.7549 -2.0030 2.7911
H 1.3277 -3.2351 4.8708
H 2.0854 0.3256 4.1080

Atomic charges from the Mulliken analysis, expressed in e, are listed below: 1.721 -0.377 -0.431 -0.449 0.115 0.363 -0.239 0.511 0.387 0.398

Entry 2:
The following is a DFT calculation (ωB97M-V/def2-TZVPD) of an isolated molecule of C3H3FS in a non-equilibrium geometry.

Properties
LUMO energy in eV: -0.993
HOMO-LUMO gap in eV: 7.8

Element x y z (Å)
S 1.7625 -0.4597 -0.0252
F -2.4930 -0.3625 -0.0937
C 0.8048 0.8550 0.0311
C -0.5828 0.8749 0.0583
C -1.1180 -0.3452 0.1085
H 1.3892 1.8073 -0.2642
H -1.0897 1.7947 0.0530
H -0.6868 -1.2929 0.2705

Atomic charges from the Mulliken analysis, expressed in e, are listed below: -0.286 -0.236 -0.190 -0.091 -0.190 0.240 0.377 0.376

Entry 3:
The following is a DFT calculation (ωB97M-V/def2-TZVPD) of an isolated molecule of C3H3FS2 in a non-equilibrium geometry.

Properties
LUMO energy in eV: -1.249
HOMO-LUMO gap in eV: 7.6

Element x y z (Å)
S -0.5679 -0.2289 2.3654
S 2.3468 0.5117 0.2318
F -0.8521 -0.5323 -1.4567
C -1.0498 0.0236 0.8624
C 1.0263 0.6353 -0.7016
C -0.0483 -0.3697 -0.2513
H -2.3099 -0.0021 0.5037
H 0.6441 -1.2895 0.0364
H 0.8109 1.2520 -1.5901

Atomic charges from the Mulliken analysis, expressed in e, are listed below: -0.166 -0.190 -0.336 -0.181 -0.209 0.155 0.279 0.326 0.322

Entry 4:
The following is a DFT calculation (ωB97M-V/def2-TZVPD) of a structure of composition C3H3FeO2 in a non-equilibrium geometry.

Properties
LUMO energy (spin up / spin down) in eV: -6.067 / -6.435
Total charge: +1
2S+1: 5
HOMO-LUMO gap (spin up / spin down) in eV: 6.9 / 6.4

Element x y z (Å)
Fe -1.3589 -1.8139 -0.0131
O -1.9351 -0.7120 1.6456
O 0.1907 -1.1828 -0.5417
C 0.8544 1.0132 -1.0516
C 0.9074 -0.0956 -0.2900
C -1.9709 0.0452 2.4946
H 1.2851 1.9432 -0.6804
H 1.7243 -0.2375 0.4321
H 0.3030 1.0401 -1.9954

Atomic charges from the Mulliken analysis, expressed in e, are listed below: 1.265 -0.036 -0.704 -0.591 0.065 0.133 0.260 0.359 0.248

Entry 5:
The following is a DFT calculation (ωB97M-V/def2-TZVPD) of a structure of composition C3H3GdLiO3 in a non-equilibrium geometry.

Properties
LUMO energy (spin up / spin down) in eV: -9.091 / -9.651
Total charge: +2
2S+1: 9
HOMO-LUMO gap (spin up / spin down) in eV: 7.4 / 6.8

Element x y z (Å)
Gd 2.1163 1.3481 -1.2082
O 0.7621 0.2709 0.3091
O -2.3900 0.6411 -0.7549
O -1.2308 2.3380 -1.8208
C 1.0484 -0.7864 1.2267
C 0.0434 -1.1055 0.1913
C -1.7465 1.4314 -1.3245
Li -1.9697 -0.8161 0.6077
H 0.7501 -0.5348 2.2503
H 2.0753 -1.1659 1.1696
H 0.5413 -1.6208 -0.6464

Atomic charges from the Mulliken analysis, expressed in e, are listed below: 1.573 -0.451 -0.437 -0.327 -0.174 -0.667 0.865 0.938 0.184 0.274 0.221

Entry 6:
The following is a DFT calculation (ωB97M-V/def2-TZVPD) of a structure of composition C3H3HgLiO3 in a non-equilibrium geometry.

Properties
LUMO energy (spin up / spin down) in eV: -1.107 / -1.648
2S+1: 3
HOMO-LUMO gap (spin up / spin down) in eV: 5.5 / 6.1

Element x y z (Å)
Hg -3.7410 -1.4008 -0.0616
O 2.2213 -1.0518 -0.4390
O 0.8718 0.3466 0.6763
O -2.4429 0.5753 -0.2606
C -0.1933 -0.0455 -0.0528
C 2.1761 -0.1737 0.4228
C -1.2287 0.9487 -0.2071
Li 4.0808 -0.8177 0.0440
H 0.0244 -0.6783 -0.9222
H -1.4234 -1.6344 0.1269
H -0.9869 1.9726 0.1289

Atomic charges from the Mulliken analysis, expressed in e, are listed below: 0.095 -0.612 -0.282 -0.466 -0.367 -0.159 0.214 0.961 0.385 -0.093 0.324

Entry 7:
The following is a DFT calculation (ωB97M-V/def2-TZVPD) of a structure of composition C3H3HgO2 in a non-equilibrium geometry.

Properties
LUMO energy in eV: 4.096
Total charge: -1
HOMO-LUMO gap in eV: 6.7

Element x y z (Å)
Hg 2.7714 0.7043 -0.0433
O -0.5576 2.3443 -0.0179
O 0.9382 0.2021 0.4413
C -1.0681 -0.0728 -0.3157
C -0.5569 1.1376 -0.0036
C 0.1212 -0.9173 0.0978
H 0.5465 -1.5110 -0.7330
H -0.0740 -1.5549 0.9790
H -2.1207 -0.3323 -0.4046

Atomic charges from the Mulliken analysis, expressed in e, are listed below: -0.015 -0.557 -0.562 -0.795 0.408 -0.163 0.222 0.164 0.299

Entry 8:
The following is a DFT calculation (ωB97M-V/def2-TZVPD) of a cluster of 2 separate species, C3H3I in total in a non-equilibrium geometry.

Properties
LUMO energy in eV: -1.479
HOMO-LUMO gap in eV: 7.2

Element x y z (Å)
I -3.3235 0.4247 -0.1009
C 1.1711 0.5597 0.1897
C 0.1600 -0.3501 -0.1070
C -1.8347 -0.9319 -0.2784
H 2.0863 0.0435 0.1735
H 0.6180 -1.4219 -0.0726
H 1.1228 1.6758 0.1958

Atomic charges from the Mulliken analysis, expressed in e, are listed below: 0.185 -0.497 -0.215 -0.125 0.260 0.149 0.243

Entry 9:
The following is a DFT calculation (ωB97M-V/def2-TZVPD) of an isolated molecule of C3H3IN2S2 in a non-equilibrium geometry.

Properties
LUMO energy in eV: -1.990
HOMO-LUMO gap in eV: 6.8

Element x y z (Å)
I -0.1685 3.4882 1.0533
S 1.4035 2.8154 2.6871
S -2.3218 2.8080 -1.5857
N -1.9206 0.4346 -1.6492
N -2.6647 1.2630 -2.1900
C -0.2633 -0.1554 0.0635
C -1.1933 2.1842 -0.4629
C -1.0796 0.8600 -0.6553
H -0.0252 -0.9704 -0.6529
H 0.4704 0.3920 0.7120
H -0.8508 -0.9632 0.6650

Atomic charges from the Mulliken analysis, expressed in e, are listed below: 0.462 -0.396 0.085 -0.188 -0.332 -0.943 0.090 0.442 0.315 0.230 0.235

Entry 10:
The following is a DFT calculation (ωB97M-V/def2-TZVPD) of a cluster of 2 separate species, C3H3IS in total in a non-equilibrium geometry.

Properties
LUMO energy in eV: -1.254
HOMO-LUMO gap in eV: 7.8

Element x y z (Å)
I 3.6113 -1.5555 0.3132
S -0.2256 -1.6622 -0.0856
C -0.6688 0.8783 -0.2962
C -1.5099 1.7467 -0.2247
C 0.1950 -0.1291 -0.4608
H 1.0308 0.2094 -0.9834
H -2.2540 2.4235 -0.2410
H 2.7552 -2.4608 1.2026

Atomic charges from the Mulliken analysis, expressed in e, are listed below: -0.079 -0.184 -0.402 0.354 -0.564 0.308 0.482 0.084

Entry 11:
The following is a DFT calculation (ωB97M-V/def2-TZVPD) of a structure of composition C3H3KO2 in a non-equilibrium geometry.

Properties
LUMO energy in eV: -0.933
HOMO-LUMO gap in eV: 6.5

Element x y z (Å)
K -3.0286 -0.8517 2.4677
O -1.5371 0.2074 0.0899
O -0.3209 -0.1779 1.8974
C 1.1349 -0.1482 -1.3108
C -0.4633 -0.1995 0.6476
C 0.5800 0.5044 -0.2875
H 0.9061 1.5116 -0.0193
H 2.0142 0.2463 -1.8214
H 0.7148 -1.0925 -1.6636

Atomic charges from the Mulliken analysis, expressed in e, are listed below: 0.907 -0.633 -0.753 -0.657 0.499 -0.132 0.287 0.261 0.220

Entry 12:
The following is a DFT calculation (ωB97M-V/def2-TZVPD) of a structure of composition C3H3LiO2Rh in a non-equilibrium geometry.

Properties
LUMO energy (spin up / spin down) in eV: -3.858 / -6.530
Total charge: +1
2S+1: 5
HOMO-LUMO gap (spin up / spin down) in eV: 8.6 / 6.5

Element x y z (Å)
Rh -0.8474 2.0115 0.2293
O -2.5007 1.4323 -0.0090
O 1.5563 0.4831 -0.5133
C 1.4885 -0.9552 -0.3620
C 0.3400 -0.7548 0.5882
C 0.5891 0.5991 0.5671
Li -4.1329 1.4203 -0.4872
H -0.1980 -1.4267 1.2560
H 2.4262 -1.3572 0.0536
H 1.2789 -1.4523 -1.3226

Atomic charges from the Mulliken analysis, expressed in e, are listed below: 0.557 -0.968 -0.250 -0.157 -0.404 0.481 0.898 0.344 0.240 0.257

Entry 13:
The following is a DFT calculation (ωB97M-V/def2-TZVPD) of a structure of composition C3H3LiO3Sm in a non-equilibrium geometry.

Properties
LUMO energy (spin up / spin down) in eV: -12.133 / -14.415
Total charge: +3
2S+1: 8
HOMO-LUMO gap (spin up / spin down) in eV: 9.2 / 9.1

Element x y z (Å)
Sm -1.8354 -3.1041 1.3789
O -0.3892 -0.8279 1.1481
O -0.3785 0.5581 -0.6564
O -1.5336 -1.3325 -0.6607
C -0.8297 -0.5580 0.0256
C 1.4441 1.2428 0.7677
C 0.7774 1.1328 -0.4733
Li -1.9909 -1.1728 -2.5534
H 2.5317 1.3269 0.7273
H 1.2881 1.3497 -1.4140
H 0.9159 1.3849 1.7103

Atomic charges from the Mulliken analysis, expressed in e, are listed below: 1.746 -0.658 -0.265 -0.824 1.094 -0.389 0.267 0.952 0.321 0.404 0.353

Entry 14:
The following is a DFT calculation (ωB97M-V/def2-TZVPD) of a structure of composition C3H3MgO2 in a non-equilibrium geometry.

Properties
LUMO energy in eV: -17.165
Total charge: +3
HOMO-LUMO gap in eV: 5.2

Element x y z (Å)
Mg 0.3676 3.6917 -1.7054
O 0.7347 1.7406 -0.4931
O 1.5738 -1.9235 -1.3137
C 0.9695 0.8539 0.1706
C 1.3484 -1.9556 -0.1942
C 0.9737 -1.1759 0.9952
H -0.1184 -1.0078 1.0095
H 0.9702 -1.7149 1.9581
H 2.2495 -1.6523 0.9746

Atomic charges from the Mulliken analysis, expressed in e, are listed below: 1.798 -0.141 -0.076 0.341 0.696 -0.860 0.412 0.414 0.416

Entry 15:
The following is a DFT calculation (ωB97M-V/def2-TZVPD) of a structure of composition C3H3MnO2 in a non-equilibrium geometry.

Properties
LUMO energy (spin up / spin down) in eV: 0.210 / -0.236
2S+1: 7
HOMO-LUMO gap (spin up / spin down) in eV: 7.5 / 7.7

Element x y z (Å)
Mn 2.3890 0.6074 -1.2329
O 1.2118 1.7717 -0.1101
O 0.6348 -0.3558 -0.5252
C -0.9704 0.3771 0.6428
C 0.3886 0.8581 0.1870
C -0.6694 -0.8782 -0.1189
H -0.5158 -1.7993 0.4632
H -1.2891 -1.0467 -1.0130
H -1.1795 0.4658 1.7070

Atomic charges from the Mulliken analysis, expressed in e, are listed below: 0.331 -0.691 -0.394 -0.596 0.813 -0.090 0.234 0.193 0.199

Entry 16:
The following is a DFT calculation (ωB97M-V/def2-TZVPD) of an isolated molecule of C3H3N in a non-equilibrium geometry.

Properties
LUMO energy in eV: 0.279
HOMO-LUMO gap in eV: 10.9

Element x y z (Å)
N 0.5678 -0.8168 2.3661
C 0.1156 -0.4845 1.3452
C 0.2612 0.2848 -0.9986
C -0.4522 -0.0442 0.0915
H 1.3662 0.2463 -1.0766
H -1.5088 0.0215 0.0703
H -0.3497 0.7929 -1.7979

Atomic charges from the Mulliken analysis, expressed in e, are listed below: -0.347 0.250 -0.528 -0.189 0.281 0.311 0.221

Entry 17:
The following is a DFT calculation (ωB97M-V/def2-TZVPD) of the ion C3H3N2 with charge +1 in a non-equilibrium geometry.

Properties
LUMO energy (spin up / spin down) in eV: -6.920 / -6.925
Total charge: +1
HOMO-LUMO gap (spin up / spin down) in eV: 8.0 / 8.0

Element x y z (Å)
N -3.2864 1.6383 -0.6257
N 1.3036 -0.6572 0.2186
C -1.0524 0.7336 -0.0224
C -2.2666 1.1731 -0.3723
C 0.1020 -0.3234 -0.2065
H 1.5422 -0.9785 1.1693
H 1.6631 -1.6148 -0.2046
H 1.9946 0.0288 0.0435

Atomic charges from the Mulliken analysis, expressed in e, are listed below: -0.152 -0.335 0.014 0.329 -0.086 0.397 0.459 0.373

Entry 18:
The following is a DFT calculation (ωB97M-V/def2-TZVPD) of the ion C3H3N2 with charge +1 in a non-equilibrium geometry.

Properties
LUMO energy in eV: -6.009
Total charge: +1
HOMO-LUMO gap in eV: 8.1

Element x y z (Å)
N -0.6021 -1.5876 -0.1278
N 0.4679 2.0241 1.0331
C -0.0282 -0.2300 0.1944
C 0.3536 0.9100 0.7067
C -0.0393 -0.7865 -1.0262
H -1.5557 -2.0737 -0.0852
H 1.2313 2.6434 1.4518
H 0.1725 -0.8996 -2.1468

Atomic charges from the Mulliken analysis, expressed in e, are listed below: -0.342 -0.216 -0.160 0.562 0.084 0.341 0.377 0.354

Entry 19:
The following is a DFT calculation (ωB97M-V/def2-TZVPD) of the ion C3H3N2O with charge +1 in a non-equilibrium geometry.

Properties
LUMO energy (spin up / spin down) in eV: -6.155 / -6.154
Total charge: +1
HOMO-LUMO gap (spin up / spin down) in eV: 9.4 / 9.4

Element x y z (Å)
O 2.3782 -0.0491 -2.3684
N 1.6893 0.2009 -1.5092
N 1.2665 0.1927 -0.4598
C -0.6403 -0.0110 0.6525
C 0.5289 0.5752 0.5961
C -1.7435 -0.6006 0.5693
H -2.0032 -1.4668 1.1390
H -2.4516 -0.1415 0.0153
H 0.9758 1.3002 1.3650

Atomic charges from the Mulliken analysis, expressed in e, are listed below: -0.374 0.734 0.150 0.144 -0.168 -0.437 0.285 0.297 0.370

Entry 20:
The following is a DFT calculation (ωB97M-V/def2-TZVPD) of the ion C3H3N2O with charge +1 in a non-equilibrium geometry.

Properties
LUMO energy in eV: -8.194
Total charge: +1
HOMO-LUMO gap in eV: 7.7

Element x y z (Å)
O 0.3969 2.8225 -1.8951
N 0.6031 1.9412 -1.1831
N 1.3974 1.6058 -0.3254
C -0.0750 -0.2278 0.0499
C 1.0839 0.5696 0.4562
C -0.7861 0.4077 -0.8948
H 1.6706 0.4014 1.2558
H -1.7527 0.2991 -1.2230
H -0.3423 -1.1188 0.4672

Atomic charges from the Mulliken analysis, expressed in e, are listed below: -0.293 0.808 -0.451 -0.316 0.018 -0.198 0.560 0.430 0.442